{
  "formula": "C4H10O2",
  "method": "wB97M-V/def2-TZVPD",
  "e_tot_ev": -8404.3777,
  "e_homo_ha": -0.36571,
  "multiplicity": 1,
  "smiles": "CCCC=O.O",
  "lumo_energy_ev": 0.790,
  "total_charge": 0,
  "max_force_ev_per_a": 1.44,
  "symbols": ["C", "C", "C", "C", "O", "H", "H", "H", "H", "H", "H", "H", "H", "O", "H", "H"],
  "coordinates": [[1.2872, -0.9678, -0.9140], [0.9844, 0.5120, -0.7015], [0.0232, 0.7142, 0.4595], [-0.4639, 2.1482, 0.6198], [-1.3139, 2.4715, 1.4104], [1.2263, -1.5219, 0.0323], [2.2310, -1.2941, -1.3524], [0.5985, -1.4444, -1.6166], [0.4158, 0.7562, -1.6040], [1.8802, 1.1284, -0.7372], [0.4245, 0.3548, 1.4113], [-0.8304, 0.0499, 0.2854], [-0.1110, 2.8798, -0.1321], [-0.6094, -3.5597, -0.5406], [-1.0757, -3.9610, 0.2183], [-0.0609, -2.8854, -0.1695]],
  "atomic_forces_ev_per_a": [[0.1, -1.3, 0.1], [-0.4, -0.5, -1.2], [0.4, 0.1, 0.2], [-0.9, -0.6, -0.2], [0.4, 0.0, 0.0], [0.1, 0.1, 0.0], [0.4, 0.8, 0.2], [-0.4, 0.2, 0.3], [0.1, 0.6, 0.0], [0.0, 0.1, 0.5], [0.2, 0.2, 0.1], [-0.2, 0.3, 0.0], [0.3, 0.0, 0.1], [-1.0, -1.0, 0.2], [0.4, 0.3, -0.6], [0.5, 0.6, 0.4]],
  "mulliken_charge": [-1.222, -0.427, -0.373, -0.110, -0.470, 0.202, 0.380, 0.370, 0.266, 0.401, 0.344, 0.274, 0.349, -0.632, 0.314, 0.335]
}



{
  "formula": "C5H37NO15",
  "method": "wB97M-V/def2-TZVPD",
  "e_tot_ev": -37983.8244,
  "e_homo_ha": -0.35416,
  "multiplicity": 1,
  "lumo_energy_ev": -0.457,
  "total_charge": 0,
  "max_force_ev_per_a": 8.49,
  "symbols": ["C", "N", "C", "C", "C", "O", "C", "O", "H", "H", "H", "H", "H", "H", "H", "H", "H", "H", "H", "H", "H", "O", "H", "H", "O", "H", "H", "O", "H", "H", "O", "H", "H", "O", "H", "H", "O", "H", "H", "O", "H", "H", "O", "H", "H", "O", "H", "H", "O", "H", "H", "O", "H", "H", "O", "H", "H", "O"],
  "coordinates": [[1.4296, 3.1487, -0.5701], [1.0208, 1.7217, -1.0246], [2.1504, 0.8433, -0.8011], [3.1670, 1.2678, -1.8731], [3.3681, 0.2211, -3.0531], [2.6593, -0.7623, -3.0585], [2.7106, 0.6979, 0.6740], [2.0187, -0.2386, 1.5159], [2.3301, 3.1955, -0.0476], [0.5504, 3.6954, -0.1431], [1.6355, 3.7002, -1.5662], [0.7143, 1.6094, -2.0652], [1.8158, -0.1222, -1.0363], [4.1957, 1.3393, -1.4144], [3.0856, 2.2467, -2.2719], [4.2299, 0.5170, -3.6384], [2.8864, 1.6490, 1.2294], [3.6624, 0.0670, 0.5541], [1.0966, -0.2455, 1.1861], [-2.0834, -2.2907, -0.7557], [-2.4588, -2.3473, -2.1956], [-1.7748, -2.7604, -1.6282], [2.6828, -0.8781, 3.8537], [1.2850, -1.4763, 3.8606], [2.0947, -1.5674, 4.4130], [-2.5620, 0.1508, -2.6490], [-3.9386, -0.2977, -2.1432], [-3.1112, -0.5617, -2.6714], [-3.5139, -1.5302, 1.4730], [-3.4602, -0.1085, 0.8443], [-2.9849, -0.9816, 0.7854], [-2.0240, 2.7734, -0.3544], [-1.9636, 1.4717, -1.1416], [-2.6197, 2.0159, -0.6871], [-2.1442, -4.4273, -0.8188], [-1.7839, -4.1684, 0.7634], [-2.0601, -4.7457, 0.0633], [0.0884, 0.4193, -3.6972], [0.2929, 1.3213, -4.9778], [0.5716, 1.2143, -4.1677], [-1.0603, -0.9683, 3.7632], [-0.5591, -0.2265, 2.6786], [-0.4916, -1.0808, 3.0048], [0.2028, 4.6936, 2.8912], [0.8724, 3.5687, 1.9846], [0.8807, 4.4460, 2.2797], [-0.6163, -1.3751, -3.7361], [-0.2682, -1.6080, -2.3265], [-0.5134, -0.9124, -2.8549], [-1.9359, 0.9933, 3.0042], [-2.3802, 1.8058, 4.1308], [-2.1066, 0.8781, 3.8872], [-0.4113, 2.0705, 1.6297], [0.1247, 1.0343, 0.6230], [-0.3027, 1.1302, 1.5730], [-2.0897, -4.0829, 2.8719], [-1.5382, -2.6643, 2.3656], [-2.1424, -3.4024, 2.3187]],
  "atomic_forces_ev_per_a": [[-3.1, 0.1, -4.9], [-1.3, 1.0, 1.0], [1.0, 1.1, -0.1], [3.0, -2.3, 0.5], [-2.1, 0.5, 3.4], [1.5, 0.7, -1.1], [1.6, -1.5, -0.6], [-1.3, 0.6, -1.2], [1.1, -0.2, 1.3], [1.0, -0.6, 0.0], [-0.2, -0.4, 1.6], [0.9, 0.9, 2.4], [-0.3, -1.6, -0.5], [-0.5, -0.3, -0.4], [-0.7, 0.9, -0.5], [0.2, -0.6, -1.1], [0.0, -0.6, -0.5], [-0.7, 1.8, -0.1], [0.9, -0.5, 1.0], [1.0, -1.3, -1.9], [0.6, -0.1, -0.1], [-1.7, 1.4, 2.0], [-1.8, -2.5, 2.0], [0.3, -0.3, 0.5], [1.5, 2.7, -2.6], [2.5, 3.0, 0.1], [1.9, -0.5, -1.3], [-5.0, -2.5, 1.0], [1.5, 0.9, -1.7], [0.9, -1.1, -0.4], [-2.3, 0.0, 1.9], [-1.6, -1.7, -0.8], [0.0, -0.2, 0.1], [1.6, 1.8, 0.7], [0.4, 1.1, -0.4], [0.0, 1.0, -0.1], [-0.5, -2.9, 0.5], [1.4, 1.7, -1.3], [-2.5, 0.7, -6.6], [1.3, -2.3, 8.1], [-0.3, -0.5, 0.8], [0.4, 2.5, -1.6], [0.1, -2.9, 1.1], [-0.6, -0.5, 0.5], [-0.4, -1.9, 0.0], [1.1, 2.4, -0.2], [0.0, 0.7, 1.4], [0.8, -2.7, 2.6], [-0.5, 2.4, -4.4], [0.7, 0.1, -3.8], [0.3, -1.6, 0.1], [-1.4, 1.8, 3.7], [-0.2, 0.7, 0.1], [-1.4, 0.7, 1.5], [0.8, -0.2, -2.4], [1.0, -3.8, 3.9], [0.8, 0.1, 0.9], [-1.7, 4.2, -4.3]],
  "mulliken_charge": [-1.371, -0.138, -0.137, -1.247, 0.028, -0.441, -0.362, -0.311, 0.573, 0.329, 0.285, 0.282, 0.595, 0.489, 0.408, 0.395, 0.154, 0.388, 0.036, 0.330, 0.369, -0.776, 0.321, 0.385, -0.694, 0.261, 0.311, -0.585, 0.307, 0.243, -0.548, 0.313, 0.276, -0.625, 0.402, 0.357, -0.707, 0.392, 0.264, -0.654, 0.428, 0.369, -0.407, 0.317, 0.312, -0.647, 0.267, 0.191, -0.462, 0.164, 0.301, -0.655, 0.127, 0.150, -0.331, 0.225, 0.446, -0.696]
}



{
  "formula": "C3H2N2O2",
  "method": "wB97M-V/def2-TZVPD",
  "e_tot_ev": -10212.5106,
  "e_homo_ha": -0.34705,
  "multiplicity": 1,
  "smiles": "O=COC1=C=NN1",
  "lumo_energy_ev": -0.708,
  "total_charge": 0,
  "max_force_ev_per_a": 0.72,
  "symbols": ["O", "C", "O", "C", "C", "N", "N", "H", "H"],
  "coordinates": [[2.1951, 0.8435, -0.7843], [1.9171, -0.1891, -0.2765], [0.6159, -0.6514, -0.0243], [-0.4119, 0.1654, -0.2616], [-1.2948, 1.6370, 0.4839], [-2.2582, 0.8153, 0.4953], [-1.6169, -0.3734, -0.0779], [2.6116, -0.9639, 0.0756], [-1.7578, -1.2834, 0.3697]],
  "atomic_forces_ev_per_a": [[-0.3, -0.6, 0.3], [0.3, 0.5, -0.2], [-0.2, -0.1, -0.1], [0.0, -0.1, 0.2], [-0.5, -0.2, 0.0], [0.4, 0.4, 0.0], [0.4, -0.1, 0.0], [-0.1, 0.1, 0.0], [0.0, 0.1, 0.0]],
  "mulliken_charge": [-0.357, 0.158, -0.234, 0.187, -0.025, -0.348, 0.014, 0.343, 0.262]
}



{
  "formula": "C4H12",
  "method": "wB97M-V/def2-TZVPD",
  "e_tot_ev": -4342.1516,
  "e_homo_ha": -0.41939,
  "multiplicity": 1,
  "smiles": "CC.CC",
  "lumo_energy_ev": 1.206,
  "total_charge": 0,
  "max_force_ev_per_a": 1.65,
  "symbols": ["C", "C", "H", "H", "H", "H", "H", "H", "C", "C", "H", "H", "H", "H", "H", "H"],
  "coordinates": [[1.6583, 0.6708, 0.1111], [0.9694, 1.6177, -0.8706], [1.0690, -0.1412, 0.5402], [2.5615, 0.1848, -0.2615], [2.0026, 1.1961, 1.0055], [0.9269, 1.1878, -1.8613], [0.0751, 2.0968, -0.5167], [1.6873, 2.4097, -0.9129], [-1.0709, -1.4250, -0.2902], [-1.5726, -0.8434, 1.0156], [-0.1117, -1.9275, -0.1470], [-1.6946, -2.2110, -0.7141], [-0.8083, -0.7152, -1.0739], [-1.2273, -1.3779, 1.8959], [-2.6564, -0.9325, 1.1102], [-1.2500, 0.1907, 1.1210]],
  "atomic_forces_ev_per_a": [[-0.1, -0.6, 1.2], [1.5, -0.4, 0.5], [-0.3, 0.1, -0.4], [-0.1, 0.2, -0.5], [-0.1, 0.3, -0.1], [-0.6, 0.0, -0.2], [-0.7, -0.3, 0.0], [0.4, 0.9, -0.6], [1.0, -0.9, -0.3], [-0.4, 0.0, 0.2], [0.1, -0.1, 0.2], [-0.3, 0.2, 0.0], [-0.6, 0.3, 0.1], [0.4, -0.2, 0.0], [0.0, 0.5, -0.3], [-0.2, 0.1, 0.1]],
  "mulliken_charge": [-0.781, -0.909, 0.129, 0.306, 0.302, 0.299, 0.269, 0.362, -0.840, -0.825, 0.292, 0.334, 0.217, 0.269, 0.327, 0.248]
}



{
  "formula": "C3H13NO3",
  "method": "wB97M-V/def2-TZVPD",
  "e_tot_ev": -10952.1524,
  "e_homo_ha": -0.29534,
  "multiplicity": 1,
  "smiles": "C=NCC.O.O.O",
  "lumo_energy_ev": 0.385,
  "total_charge": 0,
  "max_force_ev_per_a": 3.83,
  "symbols": ["C", "N", "C", "C", "H", "H", "H", "H", "H", "H", "H", "O", "H", "H", "O", "H", "H", "O", "H", "H"],
  "coordinates": [[0.7488, 0.2122, -2.5333], [-0.3682, -0.3577, -2.4042], [-1.1633, -0.2430, -1.1904], [-2.6308, -0.6467, -1.3968], [0.8046, 1.2695, -2.2469], [1.6267, -0.2907, -2.9376], [-0.6449, -0.8068, -0.4215], [-1.1993, 0.8392, -0.9777], [-2.9317, -1.6807, -1.2497], [-3.2864, 0.0293, -0.8566], [-2.7446, -0.5031, -2.4751], [1.6385, 2.2682, -0.3559], [2.3592, 2.8759, -0.5531], [1.5995, 2.1138, 0.5912], [-0.8049, -1.3797, 1.9632], [-1.6867, -1.2188, 1.6027], [-0.7718, -1.6241, 2.8905], [3.0727, 0.0775, 4.3790], [3.3452, -0.1035, 3.4694], [3.0375, -0.8310, 4.7028]],
  "atomic_forces_ev_per_a": [[-1.2, 1.3, 0.1], [1.2, -3.6, 0.6], [-0.9, 2.0, -1.0], [0.5, 0.1, -1.1], [0.8, -0.2, 0.7], [-0.3, 0.2, -1.0], [0.1, 0.1, 0.0], [0.2, -0.1, 0.9], [0.4, -0.2, 0.4], [-0.2, -0.1, 0.0], [-0.6, 0.2, 0.1], [-0.1, 0.0, -0.3], [0.0, -0.1, 0.4], [0.2, 0.2, 0.1], [0.6, 0.1, -0.7], [0.1, -0.2, 0.8], [-0.8, 0.1, -0.1], [0.2, -0.6, -0.4], [0.0, 0.5, 0.0], [-0.1, 0.2, 0.4]],
  "mulliken_charge": [-0.209, -0.528, -0.030, -1.254, 0.213, 0.261, 0.300, 0.276, 0.278, 0.317, 0.408, -0.597, 0.291, 0.303, -0.633, 0.301, 0.304, -0.634, 0.317, 0.317]
}



{
  "formula": "C9H11ClO3Re",
  "method": "wB97M-V/def2-TZVPD",
  "e_tot_ev": -30285.8815,
  "e_homo_ha": [-0.61257, -0.65676],
  "multiplicity": 4,
  "lumo_energy_ev": [-7.938, -11.875],
  "total_charge": 2,
  "max_force_ev_per_a": 5.70,
  "symbols": ["Cl", "C", "C", "C", "H", "C", "C", "H", "H", "H", "C", "Re", "C", "C", "O", "O", "H", "H", "H", "C", "O", "H", "H", "H", "H"],
  "coordinates": [[1.0557, 0.1562, 2.5949], [-1.6167, 1.8997, 0.1486], [-1.6016, 1.3020, -1.1647], [-0.2325, 1.1491, -1.5748], [-2.4565, 1.0564, -1.7513], [0.6371, 1.6531, -0.4998], [-0.2651, 2.1277, 0.5462], [0.0728, 2.4968, 1.4836], [-2.4878, 2.1636, 0.7065], [0.1213, 0.7614, -2.5006], [2.0821, 1.7011, -0.4880], [-0.6440, -0.2294, 0.2881], [-1.6353, -1.5448, -0.7952], [-1.6205, -1.1067, 1.7847], [-2.2497, -2.3064, -1.4399], [-2.1632, -1.5737, 2.7020], [2.5118, 0.8452, -1.0266], [2.4426, 1.6689, 0.5467], [2.4591, 2.6172, -0.9604], [0.7727, -2.8360, 0.3591], [1.0895, -1.4027, 0.3754], [1.6684, -3.3164, 0.6638], [0.4952, -3.0866, -0.6656], [-0.0251, -3.0252, 1.0610], [1.5896, -1.1706, -0.3940]],
  "atomic_forces_ev_per_a": [[0.4, 0.0, 0.5], [0.9, -0.6, -0.7], [0.9, 0.2, 1.1], [0.6, 0.4, 2.0], [-0.5, -0.1, -0.3], [-3.4, -0.2, -0.5], [0.2, -1.0, -1.2], [0.0, 0.5, 0.5], [-0.4, 0.1, 0.3], [0.1, -0.2, -0.6], [1.4, -0.4, 0.3], [-1.1, 1.8, -1.4], [-2.4, -3.2, -3.3], [-2.5, -1.4, 4.9], [2.5, 3.3, 2.7], [2.0, 1.7, -3.7], [0.1, 0.3, 0.0], [0.1, 0.2, -0.3], [-0.1, -0.2, 0.1], [0.2, 0.0, -0.8], [-0.7, -0.1, 0.8], [0.6, -0.7, 0.2], [0.0, -0.3, 0.2], [-0.1, 0.0, 0.2], [1.1, 0.0, -0.9]],
  "mulliken_charge": [0.173, -0.283, -0.721, -0.409, 0.591, 0.616, -0.728, 0.621, 0.606, 0.489, -1.209, 1.095, 0.249, 0.253, -0.310, -0.247, 0.353, 0.327, 0.357, -0.769, -0.462, 0.281, 0.396, 0.373, 0.359]
}



{
  "formula": "CH5NO",
  "method": "wB97M-V/def2-TZVPD",
  "e_tot_ev": -4653.9752,
  "e_homo_ha": -0.30739,
  "multiplicity": 1,
  "smiles": "NCO",
  "lumo_energy_ev": 0.956,
  "total_charge": 0,
  "max_force_ev_per_a": 6.76,
  "symbols": ["N", "C", "O", "H", "H", "H", "H", "H"],
  "coordinates": [[-0.9983, 0.3202, -0.0849], [0.4443, 0.1732, 0.0320], [0.9326, -1.0244, 0.3425], [-1.5565, -0.5338, 0.1582], [-1.4915, 1.2322, -0.3629], [0.9092, 0.9026, -0.6674], [0.6607, 0.5281, 1.0962], [1.0994, -1.5982, -0.5136]],
  "atomic_forces_ev_per_a": [[-2.0, -0.8, -1.2], [-1.2, 5.1, 4.0], [1.3, -5.1, -4.2], [0.7, 1.8, -0.3], [1.4, -2.5, 0.6], [0.3, -1.1, -0.1], [0.0, 1.3, -1.2], [-0.6, 1.4, 2.3]],
  "mulliken_charge": [-0.435, -0.196, -0.477, 0.189, 0.168, 0.281, 0.178, 0.291]
}